Record 1
75
Properties=species:S:1:pos:R:3:forces:R:3:mulliken_charge:R:1 method="wB97M-V/def2-TZVPD" total_charge=0 homo_energy_ev=-5.73 e_lumo_ev=-0.02 orbital_gap_ha=0.2099 energy_ha=-3598.21766 molar_mass_g_mol=830.93
Pt 1.118212 0.139279 0.419411 0.0370 -0.6170 -0.1624 -0.132
C -5.438526 -1.700160 -1.439516 0.0101 -0.0151 -0.0062 -1.037
N -4.081591 -1.597381 -1.914746 -0.0152 0.0019 0.0090 0.081
C -3.740400 -0.726188 -3.029657 -0.0062 -0.0706 -0.0223 -0.531
C -2.204599 -0.794770 -3.066006 0.0063 0.0067 -0.0234 -0.349
N -1.887316 -1.554172 -1.865711 0.0076 0.1200 0.1236 0.225
C -2.992849 -1.915591 -1.179792 0.0915 -0.0312 -0.1127 0.263
S -3.002888 -2.660643 0.316493 -0.0825 -0.0342 0.0833 -0.482
H -6.110042 -1.754570 -2.296225 -0.0038 -0.0159 0.0079 0.337
H -5.714965 -0.839946 -0.821581 -0.0040 0.0106 -0.0130 0.327
H -5.540463 -2.600612 -0.839587 0.0027 0.0053 0.0104 0.343
H -4.109736 0.285696 -2.844967 -0.0347 0.0871 0.0228 0.244
H -4.195784 -1.081977 -3.955351 0.0012 -0.0081 0.0168 0.344
H -1.740801 0.192135 -3.032332 -0.0259 -0.0533 0.0025 0.053
H -1.850293 -1.317055 -3.955555 0.0083 0.0121 -0.0141 0.335
H -1.034392 -1.372016 -1.340205 -0.0243 -0.0468 -0.0696 -0.373
C 5.215679 0.766253 2.937836 -0.0138 0.0123 -0.0357 -0.380
C 5.113083 1.163934 1.609418 0.0480 -0.0227 0.0388 -0.610
C 3.914909 1.032785 0.921500 -0.0421 -0.0488 -0.0202 0.194
C 2.754608 0.492846 1.513444 -0.0009 0.3497 0.0851 -0.988
C 2.892733 0.121679 2.863179 -0.0589 -0.0534 0.0374 0.215
C 4.089926 0.249699 3.561590 0.0151 -0.0150 -0.0013 -0.714
H 6.148793 0.869637 3.477242 0.0041 0.0035 -0.0019 0.376
H 5.977324 1.581432 1.104098 -0.0017 0.0018 -0.0012 0.377
H 3.875436 1.355826 -0.113334 0.0036 0.0146 0.0081 0.359
H 2.026710 -0.250811 3.404911 0.0138 0.0121 0.0011 0.410
H 4.138335 -0.042145 4.605474 -0.0108 -0.0053 0.0043 0.384
C 2.692583 -3.866386 1.972773 -0.0221 -0.0140 0.0068 -0.810
N 1.166864 -3.908066 2.128099 0.0062 -0.0030 -0.0157 0.108
C 0.615042 -5.073578 1.308389 -0.0151 -0.0326 0.0036 -0.894
N 1.035417 -4.992146 -0.043084 0.0049 0.0722 0.0192 0.172
C 2.491382 -4.978787 -0.102597 0.0011 -0.0169 0.0093 -0.923
N 3.071645 -3.848120 0.607310 0.0031 -0.0077 -0.0300 0.140
C 2.770510 -2.558740 -0.042006 -0.0199 -0.0884 -0.0569 -0.782
P 0.958792 -2.102881 -0.043770 0.1606 0.2523 0.2095 0.981
C 0.545277 -2.605343 1.704657 0.0073 -0.0017 0.0219 -0.760
C 0.450197 -3.816487 -0.729955 -0.0591 0.0308 -0.0772 -1.065
H 3.065576 -4.765585 2.468060 0.0022 0.0045 0.0053 0.328
H 3.034386 -2.967497 2.488335 0.0027 -0.0076 -0.0025 0.429
H 0.951110 -4.069501 3.111275 -0.0062 -0.0073 0.0011 0.359
H -0.470958 -5.024938 1.388306 0.0024 0.0102 -0.0015 0.431
H 0.994872 -5.983980 1.777287 -0.0030 0.0066 0.0033 0.343
H 2.802863 -4.936921 -1.144923 -0.0011 0.0053 -0.0025 0.375
H 2.867623 -5.905441 0.340645 0.0018 0.0017 -0.0040 0.330
H 3.112584 -2.618955 -1.077625 0.0094 0.0441 0.0016 0.347
H 3.333613 -1.766749 0.448085 0.0044 0.0015 0.0299 0.450
H -0.538315 -2.707884 1.780595 -0.0122 0.0291 0.0178 0.246
H 0.897682 -1.829888 2.383264 0.0045 -0.0417 -0.0087 0.333
H 0.733050 -3.868590 -1.784652 0.0158 0.0062 0.0051 0.426
H -0.637912 -3.895095 -0.679201 -0.0064 0.0002 -0.0059 0.356
C -2.708598 3.176682 -1.909704 0.0135 -0.1733 -0.1733 -0.503
O -1.270229 3.172804 -1.832576 -0.1631 0.1361 0.1874 -0.270
C -0.754941 2.344907 -0.909983 0.0594 -0.2559 0.2700 0.672
O -1.089147 1.197966 -0.747962 -0.0712 0.5018 -0.1309 -0.571
H -2.960057 3.805467 -2.757659 0.0108 -0.0043 -0.0049 0.287
H -3.117516 3.602779 -0.993483 -0.0052 -0.0051 0.0061 0.351
H -3.090604 2.168550 -2.053057 0.0194 -0.0131 -0.0048 0.030
S 0.152449 8.605383 -1.655517 -0.0448 0.0010 0.0144 -0.377
C 0.599594 7.090887 -1.178133 0.0151 0.0724 0.0383 0.284
S -0.574675 5.806607 -1.125927 -0.0114 -0.0474 0.0191 -0.141
C 0.634792 4.717741 -0.524529 -0.1346 0.0655 0.0685 0.352
N 1.791115 5.252008 -0.401257 0.0348 -0.0745 -0.0123 -0.776
N 1.794478 6.570130 -0.774437 0.0279 -0.0181 -0.0251 0.566
C 3.070093 7.224086 -0.664645 -0.0064 0.0157 0.0221 0.817
C 4.068477 6.593477 0.076952 -0.0571 0.0082 0.0428 -0.412
C 5.311206 7.188043 0.197902 0.0163 0.0290 -0.0117 -0.573
C 5.575979 8.405460 -0.414851 -0.0102 -0.0179 0.0073 -0.468
C 4.580936 9.018265 -1.155746 -0.0020 0.0019 -0.0006 -0.661
C 3.326190 8.437870 -1.287961 0.0491 0.0061 -0.0742 -0.511
S 0.461740 3.082921 0.154045 0.2165 -0.0429 -0.3617 -0.118
H 3.870602 5.644590 0.549278 0.0038 -0.0051 0.0054 0.543
H 6.077140 6.690845 0.778331 -0.0009 -0.0022 0.0005 0.368
H 6.549387 8.867412 -0.317135 0.0019 -0.0010 0.0034 0.377
H 4.771092 9.963821 -1.646485 0.0028 0.0000 -0.0002 0.356
H 2.565501 8.927045 -1.871572 0.0295 -0.0210 0.0180 0.186

---

Record 2
72
Properties=species:S:1:pos:R:3:forces:R:3:mulliken_charge:R:1 method="wB97M-V/def2-TZVPD" total_charge=0 homo_energy_ev=-8.44 e_lumo_ev=0.61 orbital_gap_ha=0.3327 energy_ha=-1750.14939 molar_mass_g_mol=522.61
C -8.767545 -1.831320 0.308045 0.3641 -0.1146 -0.0797 -1.269
C -7.632842 -0.906708 0.056975 -0.6846 0.8246 0.1313 0.540
C -7.571806 0.460618 0.016352 -0.1973 -0.6799 0.0606 -0.659
C -6.232122 0.791442 -0.266684 0.6489 -0.7550 -0.1190 -0.357
C -5.565955 -0.404189 -0.379646 -0.6255 1.3313 0.1032 0.651
C -4.188883 -0.662024 -0.662962 1.0400 0.0225 -0.2097 0.178
N -3.623845 -1.886183 -0.755528 -0.8394 -0.3278 0.1798 -0.731
N -2.382586 -1.699536 -1.018886 1.0525 -0.2430 -0.2420 -0.357
N -2.183767 -0.407960 -1.087692 -0.9765 -0.0984 0.1642 1.251
C -0.915006 0.196980 -1.353024 0.7220 0.0886 -0.4313 -0.514
C 0.230190 -0.550586 -0.664420 -0.3405 0.2787 -0.2849 0.595
O 1.126474 -1.016326 -1.348215 -0.0354 0.0324 -0.3051 -0.715
N 0.181784 -0.669209 0.673832 0.1267 -0.2341 0.2991 0.290
C -0.740501 0.040377 1.540536 -0.0682 0.5074 0.3751 -0.768
C -0.134372 1.354255 2.054760 -0.1510 -0.2108 -0.0678 -1.547
N 0.010212 2.300177 0.958151 0.0489 0.0504 0.1091 0.976
C -1.118463 3.214065 0.853528 0.0524 0.1821 -0.2971 -0.775
C -0.950148 4.095016 -0.386621 -0.3066 -0.1575 0.1677 -0.597
O 0.266287 4.799827 -0.363584 -0.0233 0.1713 0.0343 -0.441
C 1.354584 3.912314 -0.251133 0.2675 -0.1757 0.2719 -0.656
C 1.247755 3.063292 1.014189 0.0614 0.1936 -0.3464 -0.419
C 1.253236 -1.403181 1.349034 0.2256 0.0022 0.0012 0.696
C 2.557972 -0.564251 1.370554 -0.3478 -0.3968 -0.1228 -0.626
O 2.863398 0.072414 2.363302 0.1007 0.2420 0.4478 -0.743
N 3.268718 -0.606158 0.244410 0.1766 0.0236 -0.2865 0.236
C 4.478096 0.158171 0.032712 0.1119 0.0597 0.3303 -0.277
C 4.252915 1.262824 -1.024512 0.0995 0.1062 -0.0285 -0.210
C 5.296581 1.017450 -2.117019 -0.0824 -0.0184 -0.0870 -0.811
C 5.549373 -0.485069 -2.043143 0.1904 0.1001 0.0622 -0.574
C 5.585485 -0.743094 -0.539685 -0.0142 -0.0116 -0.0727 -0.936
C 1.440946 -2.800344 0.802968 -0.0117 -0.3745 0.0172 0.508
C 2.644247 -3.469898 1.005187 -0.2382 0.0041 0.0028 -0.245
C 2.773839 -4.765251 0.532132 0.1863 0.1612 0.1725 -0.652
N 1.810499 -5.409831 -0.102268 0.1292 -0.5200 -0.2052 -0.658
C 0.662942 -4.779802 -0.277977 -0.2914 0.2295 0.0578 -0.502
C 0.418419 -3.486251 0.158157 0.1733 -0.0567 0.1310 -0.802
N -3.279275 0.292769 -0.866946 -0.5259 0.1953 0.0761 -0.927
O -6.419753 -1.431921 -0.181749 0.2480 -0.4019 -0.0474 -0.372
H -8.553406 -2.467991 1.165350 -0.0633 -0.0476 0.0637 0.306
H -9.671729 -1.262063 0.499975 -0.0299 0.0270 0.0071 0.328
H -8.925802 -2.477465 -0.554435 -0.0817 -0.0509 -0.0295 0.301
H -8.383988 1.141342 0.169093 -0.2249 0.0696 0.0447 0.459
H -5.803744 1.765977 -0.377488 0.1486 0.1888 -0.0400 0.550
H -0.945666 1.234765 -1.016177 -0.0456 -0.2068 -0.0065 -0.237
H -0.709410 0.160252 -2.428267 0.0059 0.0207 0.2358 0.441
H -0.979141 -0.607812 2.388281 -0.0496 -0.0072 -0.1135 0.482
H -1.670214 0.260376 1.022815 -0.0023 -0.0733 0.0416 0.258
H 0.846733 1.149074 2.485929 -0.0641 0.0161 0.0416 0.582
H -0.777220 1.750858 2.853575 0.0365 0.0182 0.0039 0.445
H -2.045018 2.640970 0.767410 -0.0558 0.0148 -0.0016 0.415
H -1.187289 3.862477 1.744560 -0.0251 -0.0707 -0.0244 0.382
H -1.740191 4.846576 -0.429558 -0.0064 -0.1045 -0.0339 0.372
H -0.999241 3.470974 -1.293471 -0.0355 0.0474 0.0538 0.281
H 2.252134 4.531682 -0.227257 0.0053 -0.0900 -0.0269 0.385
H 1.389936 3.250276 -1.130234 0.0405 0.0292 0.0467 0.317
H 2.088670 2.370752 1.068590 0.0554 0.0134 0.0470 0.147
H 1.274442 3.726677 1.894689 0.0462 -0.0364 -0.0079 0.265
H 0.955688 -1.497575 2.400658 0.0919 0.1221 -0.2019 0.768
H 2.856214 -1.062041 -0.564019 -0.0918 0.0275 0.2388 0.394
H 4.752328 0.571152 1.006662 -0.0337 -0.0669 -0.1648 0.613
H 3.248415 1.154279 -1.436335 -0.0508 0.0341 0.0061 -0.040
H 4.334269 2.259755 -0.594633 -0.0686 0.0642 0.0255 0.273
H 6.216584 1.556491 -1.886047 0.0630 0.0294 -0.0368 0.334
H 4.947782 1.338353 -3.096863 0.0543 0.0813 -0.0514 0.374
H 4.718491 -1.026294 -2.497681 -0.0527 -0.0688 -0.0857 0.253
H 6.470943 -0.782321 -2.540488 -0.0222 -0.0840 -0.0855 0.409
H 6.551110 -0.440044 -0.134202 0.0631 -0.0044 0.0088 0.359
H 5.417453 -1.788496 -0.285326 0.0547 -0.0247 0.1076 0.291
H 3.460192 -2.992870 1.526288 0.1260 0.0062 0.0145 0.470
H 3.696185 -5.315156 0.666747 0.1176 0.0295 0.0606 0.400
H -0.106351 -5.339732 -0.792264 -0.1277 0.0214 -0.0512 0.422
H -0.546232 -3.036112 -0.019028 -0.0430 0.0455 -0.0483 0.416

---

Record 3
77
Properties=species:S:1:pos:R:3:forces:R:3:mulliken_charge:R:1 method="wB97M-V/def2-TZVPD" s2=1.154 total_charge=-1 spin_multiplicity=2 homo_energy_ev="-3.88 / -3.30" e_lumo_ev="2.24 / 2.27" orbital_gap_ha="0.2250 / 0.2048" energy_ha=-7409.81611 molar_mass_g_mol=840.67
Tc -0.221070 -0.665317 -0.421710 -0.0169 0.1402 -0.0193 1.173
S -1.548737 -2.524867 0.039848 0.0023 0.0034 -0.0186 -0.749
C -1.055614 -3.767257 -1.119139 0.0013 0.0266 0.0267 0.610
C -1.658900 -5.026539 -1.064468 -0.0216 -0.0118 0.0144 -0.893
C -1.302584 -6.034442 -1.942510 0.0027 0.0012 0.0058 -0.505
C -0.321915 -5.790765 -2.900536 0.0011 -0.0031 -0.0031 -0.481
C 0.280513 -4.547624 -2.965520 0.0173 0.0047 -0.0132 -0.798
C -0.070045 -3.516898 -2.084390 0.0125 -0.0099 -0.0159 0.523
S 0.708306 -1.945085 -2.232421 -0.0074 -0.0554 -0.0360 -0.649
H -2.418764 -5.200377 -0.310751 0.0002 0.0011 0.0000 0.427
H -1.782118 -7.003714 -1.879545 -0.0016 -0.0032 -0.0016 0.332
H -0.027426 -6.570012 -3.593505 -0.0007 -0.0004 -0.0028 0.332
H 1.044057 -4.348727 -3.708956 -0.0015 0.0013 0.0021 0.397
O -1.023133 5.158718 2.228666 -0.0592 0.0771 0.0409 -0.611
C -2.036909 4.266648 2.706095 0.0034 -0.0095 -0.0093 -1.467
C -2.336778 3.224501 1.631393 -0.0499 -0.0443 0.0132 2.111
C -2.725803 3.950528 0.327488 0.0161 0.0015 -0.0213 -1.122
O -1.645088 4.495538 -0.413206 -0.0158 -0.0317 -0.0037 -0.517
C -1.088574 2.341423 1.453753 -0.0087 -0.0137 0.0103 -0.650
Se -1.411547 0.397864 1.391963 0.1831 -0.0553 0.0853 -0.059
C -3.559519 2.413627 2.089573 0.0873 -0.0059 -0.0252 -1.870
Se -3.897932 0.906370 0.894682 -0.2344 0.0114 -0.0358 -0.349
H -0.393019 5.349839 2.925640 0.0476 -0.0367 0.0058 0.336
H -2.942674 4.840707 2.936222 0.0238 0.0137 -0.0156 0.425
H -1.706806 3.759683 3.617621 -0.0131 0.0260 0.0124 0.519
H -3.449682 4.738517 0.586221 0.0162 -0.0087 -0.0017 0.472
H -3.227906 3.239932 -0.329453 0.0248 0.0220 0.0121 0.374
H -1.068201 4.948821 0.216550 -0.0154 -0.0128 0.0057 0.357
H -0.410481 2.462990 2.300966 -0.0040 0.0211 -0.0051 0.973
H -0.533451 2.632488 0.571002 0.0075 0.0008 -0.0207 -0.365
H -4.451480 3.043847 2.100796 -0.0015 0.0065 0.0045 0.549
H -3.402858 2.029481 3.100057 0.0120 -0.0069 -0.0198 0.440
C 1.438357 -2.737913 1.179120 -0.0198 0.0124 -0.0052 -1.387
N 2.628827 -3.209645 1.859631 0.0085 -0.0050 -0.0048 0.230
C 3.679782 -3.228337 0.858409 -0.0034 0.0053 0.0031 -0.703
N 4.030689 -1.889620 0.430819 -0.0041 -0.0086 -0.0146 0.044
C 2.872662 -0.992015 0.135273 -0.0257 0.0052 -0.0134 0.094
N 1.549244 -1.286579 0.851020 -0.0016 -0.0202 0.0407 2.235
C 1.604294 -0.603644 2.173774 0.0303 -0.0276 -0.0200 -1.157
N 2.873435 -0.867147 2.807970 0.0045 0.0020 -0.0156 0.153
C 2.932438 -2.336860 3.002818 0.0005 0.0185 0.0061 -0.755
C 4.827028 -1.203293 1.473427 -0.0205 0.0097 0.0099 -0.883
H 0.553574 -2.858855 1.800569 0.0104 -0.0017 0.0042 0.307
H 1.293705 -3.303869 0.260928 0.0025 0.0028 0.0089 0.139
H 3.322810 -3.817390 0.012247 0.0037 0.0063 -0.0028 0.364
H 4.576540 -3.710393 1.252914 0.0017 0.0007 0.0030 0.364
H 2.666491 -1.002592 -0.927280 0.0241 -0.0029 0.0130 0.725
H 4.373057 0.462092 0.136244 0.0018 0.0044 -0.0037 0.753
H 0.803993 -1.004153 2.793646 -0.0164 -0.0084 0.0046 0.468
H 1.455090 0.461213 2.055399 -0.0139 0.0087 -0.0009 -0.029
H 2.157455 -2.516747 3.750927 0.0004 -0.0026 0.0004 0.408
H 3.880869 -2.631905 3.445878 -0.0029 0.0002 -0.0049 0.371
H 5.195086 -1.898919 2.221275 0.0055 0.0018 0.0009 0.392
H 5.693579 -0.701059 1.042067 -0.0028 0.0028 -0.0057 0.372
N 1.442485 3.199108 -0.647170 -0.0191 -0.0132 0.0174 -0.260
C 1.722032 1.885862 -0.329100 0.0410 -0.0275 -0.0430 1.094
O 1.040699 1.008460 -0.956533 -0.0128 0.0015 -0.0114 -0.750
C 2.709186 1.618121 0.622024 -0.0338 0.0186 0.0045 -0.932
C 3.363825 2.732409 1.192251 0.0060 0.0005 0.0032 -0.989
N 3.858700 3.683898 1.631075 -0.0027 -0.0023 0.0046 -0.767
C 3.442951 0.310704 0.692327 0.0273 -0.0422 0.0128 -0.579
N 3.959944 -0.183304 2.029806 -0.0016 0.0055 0.0199 -0.163
H 0.861346 3.329996 -1.457134 -0.0173 0.0050 0.0015 0.269
H 2.135926 3.902363 -0.453553 -0.0097 -0.0017 0.0051 0.235
N -4.337351 1.750798 -4.569868 -0.0115 -0.0051 -0.0050 -0.541
C -3.451991 1.211726 -3.652700 0.0062 -0.0007 0.0001 0.949
C -2.658901 2.026537 -2.848330 -0.0012 -0.0048 0.0021 -1.175
C -1.789617 1.442270 -1.956752 0.0420 0.0079 0.0478 -0.763
N -1.633637 0.119633 -1.832769 0.0311 -0.0152 -0.0109 0.656
C -2.372670 -0.665272 -2.627601 0.0010 0.0249 0.0249 -0.528
C -3.286072 -0.167132 -3.529965 0.0035 -0.0061 -0.0062 -0.953
H -4.644082 2.689034 -4.373419 -0.0002 0.0123 -0.0001 0.223
H -5.087386 1.143529 -4.855705 -0.0037 -0.0030 -0.0047 0.222
H -2.730306 3.106341 -2.885356 -0.0036 0.0050 -0.0033 0.447
H -1.183751 2.056495 -1.306093 -0.0261 -0.0087 -0.0314 0.925
H -2.223017 -1.729283 -2.517988 0.0006 -0.0089 0.0017 0.272
H -3.861179 -0.854564 -4.136950 -0.0056 0.0053 -0.0029 0.338